2 unconnected molecules or ions with the total composition C2H4ClN2 in a non-equilibrium geometry. Source: OMol25; level of theory: the ωB97M-V functional and the def2-TZVPD basis.

## Properties
Charge: +1
2S+1: 1
Highest occupied orbital energy (eV): -15.13
Energy relative to the best compared isomer or geometry (same formula, charge and spin) (kcal per mole): 66.5
F_max (Eh/bohr): 0.0995

XYZ file:
```
9
Properties=species:S:1:pos:R:3:nbo_charge:R:1
C -1.0372 -0.5346 0.0834 -0.352
C 1.3434 -0.1227 -0.3066 -0.237
N -0.9532 1.8218 0.5646 0.169
N -1.0768 0.7018 0.4173 0.052
Cl 1.6683 1.4657 -0.2326 0.309
H -1.3324 -0.8557 -0.9419 0.287
H -1.1783 -1.2292 0.9055 0.278
H 1.0852 -0.6949 -1.1690 0.253
H 1.4810 -0.5523 0.6793 0.242
```